Formula: H26O13
Source: the OMol25 dataset
Level of theory: ωB97M-V/def2-TZVPD

Geometry as XYZ:
```
39
Properties=species:S:1:pos:R:3:forces:R:3
O -1.015 3.614 -1.729 0.4 0.0 0.6
H -0.758 4.230 -2.424 -0.1 -0.1 0.0
H -0.328 3.709 -1.026 -0.1 0.2 -0.8
O -0.246 -1.616 3.998 -0.7 -0.1 -0.4
H -0.928 -1.459 3.304 0.6 0.1 0.4
H -0.670 -2.217 4.621 0.1 0.1 0.0
O 2.580 -1.043 4.042 -0.2 -0.1 0.0
H 1.629 -1.237 4.151 0.4 0.1 -0.3
H 2.722 -0.950 3.092 -0.1 0.0 0.2
O 1.804 -3.124 0.422 -0.4 0.0 0.3
H 0.937 -2.772 0.133 0.4 0.0 0.0
H 1.794 -3.049 1.384 0.1 0.0 -0.1
O -2.078 1.977 0.326 0.0 -0.3 0.1
H -3.017 1.981 0.110 0.1 0.4 0.1
H -1.710 2.734 -0.154 -0.5 -0.2 -0.1
O -2.414 -1.413 2.170 -0.2 -0.3 -0.3
H -2.593 -1.299 1.218 0.2 -0.1 0.3
H -2.600 -2.348 2.336 -0.1 0.2 -0.1
O -1.113 0.952 -3.070 -0.3 -0.1 0.2
H -0.763 0.202 -2.575 0.2 0.1 -0.1
H -1.045 1.698 -2.456 0.1 0.0 -0.2
O 3.222 -0.853 -0.715 -0.3 -0.1 0.0
H 2.337 -0.452 -0.617 0.4 -0.3 0.1
H 3.080 -1.796 -0.502 -0.1 0.5 0.0
O 2.464 0.560 -3.565 0.0 0.2 0.1
H 2.713 0.577 -2.632 0.1 -0.3 -0.1
H 1.951 -0.249 -3.656 0.0 0.0 0.1
O -0.429 -2.392 -0.971 -0.4 0.0 -0.1
H -0.676 -3.310 -1.143 0.1 0.2 -0.1
H -1.263 -1.884 -1.022 0.3 -0.3 0.0
O 0.686 0.435 -0.472 -0.4 0.2 0.1
H 0.521 1.386 -0.393 0.2 -0.2 0.0
H -0.060 0.018 -0.020 0.2 0.1 0.0
O 1.220 3.713 -0.090 0.2 0.1 0.2
H 1.449 3.816 0.844 -0.1 -0.1 -0.2
H 1.925 4.162 -0.576 -0.1 -0.2 0.0
O -2.794 -0.996 -0.815 -0.5 0.3 0.5
H -3.716 -1.240 -0.977 0.2 0.0 -0.1
H -2.817 -0.062 -0.549 0.3 -0.1 -0.4
```
Positions in Å, forces in eV/Å.

## Properties
HOMO: -0.3726 Ha
Energy above the lowest of the compared OMol25 structures with the same formula, charge and spin: 31.7 kcal per mole
Kohn-Sham gap: 9.685 eV
LUMO level: -0.0166 hartree
E_tot: -27040.574 eV

These are the natural (NBO) partial charges, in e, on atoms 1 to 4: number 1, O, carries -1.0002; number 2, H, carries 0.4955; number 3, H, carries 0.4988; number 4, O, carries -0.9813

***

Formula: C23H25FN2O3
Source: the OMol25 dataset
Level of theory: ωB97M-V/def2-TZVPD

Geometry as XYZ:
```
54
Properties=species:S:1:pos:R:3:forces:R:3
O 1.494 -0.413 4.484 0.0 -0.1 0.0
C 1.554 -1.379 3.741 0.0 -0.1 -0.2
C 1.656 -1.275 2.283 0.0 -0.1 0.1
C 1.707 0.096 1.668 0.0 0.0 0.0
N 0.982 0.150 0.411 0.1 0.0 0.0
C 1.295 1.342 -0.356 -0.1 0.0 -0.3
C 0.596 1.260 -1.717 0.3 0.1 0.1
N -0.844 1.087 -1.622 -0.2 0.0 0.0
C -1.544 2.329 -1.337 0.0 0.1 0.2
C -1.505 3.248 -2.531 0.0 0.3 0.2
C -1.558 2.759 -3.830 0.0 0.2 0.0
C -1.533 3.615 -4.917 0.0 -0.1 -0.1
C -1.457 4.985 -4.726 0.0 0.0 0.0
C -1.404 5.499 -3.443 0.0 0.0 0.2
C -1.428 4.626 -2.372 0.0 -0.1 -0.2
F -1.372 5.143 -1.121 0.0 -0.1 -0.1
C -1.181 -0.016 -0.729 0.0 -0.4 0.2
C -0.884 -1.367 -1.401 -0.3 0.2 -0.3
C -1.330 -1.407 -2.869 0.5 -0.1 0.2
O -2.642 -0.942 -3.066 -0.5 0.1 0.1
C -0.454 0.076 0.620 -0.3 0.0 -0.1
C 1.702 -2.386 1.527 0.0 0.6 0.0
O 1.664 -3.644 1.981 0.0 -0.3 -0.1
C 1.581 -3.837 3.322 0.0 0.1 0.8
C 1.552 -5.154 3.785 0.0 0.1 -0.2
C 1.469 -5.399 5.138 0.0 0.0 -0.1
C 1.413 -4.344 6.046 0.0 0.1 0.1
C 1.440 -3.046 5.592 0.0 -0.1 -0.1
C 1.525 -2.770 4.224 0.0 -0.3 -0.1
H 1.323 0.816 2.411 0.1 -0.1 -0.1
H 2.753 0.354 1.468 -0.1 0.1 0.0
H 2.376 1.387 -0.513 0.0 0.1 0.0
H 0.990 2.261 0.176 0.0 0.0 0.0
H 0.800 2.163 -2.295 0.0 -0.1 0.0
H 1.001 0.405 -2.262 0.1 0.0 0.0
H -1.148 2.861 -0.459 -0.1 -0.1 -0.1
H -2.593 2.090 -1.122 0.1 0.0 0.1
H -1.608 1.692 -3.980 0.0 -0.1 0.0
H -1.574 3.211 -5.917 0.0 0.0 -0.1
H -1.438 5.654 -5.573 0.0 0.1 -0.1
H -1.343 6.560 -3.260 0.0 0.1 0.0
H -2.259 0.034 -0.534 0.1 0.0 0.0
H 0.184 -1.574 -1.351 0.1 -0.1 0.0
H -1.410 -2.141 -0.840 0.0 -0.1 0.1
H -0.630 -0.823 -3.481 0.0 -0.1 0.0
H -1.322 -2.439 -3.228 0.1 0.1 0.0
H -2.656 -0.015 -2.799 0.1 0.0 -0.1
H -0.677 -0.813 1.213 -0.1 0.0 0.0
H -0.820 0.957 1.179 0.1 -0.1 0.0
H 1.767 -2.344 0.449 0.0 0.0 0.0
H 1.597 -5.957 3.066 0.0 -0.1 -0.1
H 1.448 -6.417 5.495 0.0 -0.1 0.0
H 1.348 -4.549 7.103 0.0 0.0 0.1
H 1.397 -2.206 6.269 0.0 0.1 0.0
```
Positions in Å, forces in eV/Å.

## Properties
HOMO: -0.3142 Ha
Energy above the lowest of the compared OMol25 structures with the same formula, charge and spin: 29.3 kcal per mole
Kohn-Sham gap: 8.726 eV
LUMO level: 0.0065 hartree
E_tot: -36096.612 eV

These are the natural (NBO) partial charges, in e, on atoms 1 to 4: number 1, O, carries -0.5772; number 2, C, carries 0.5242; number 3, C, carries -0.2158; number 4, C, carries -0.2268

***

Formula: C48H69N5O4
Source: the OMol25 dataset
Level of theory: ωB97M-V/def2-TZVPD

Geometry as XYZ:
```
126
Properties=species:S:1:pos:R:3:forces:R:3
C 1.395 6.249 1.947 0.1 0.0 -0.2
C 0.043 6.057 1.302 -0.1 -0.7 -0.2
O 0.067 4.712 0.680 0.0 0.9 0.6
C -1.132 4.134 0.672 -1.3 -1.7 -0.8
N -1.033 2.651 0.662 2.3 2.7 0.7
N -1.991 2.064 1.390 -2.6 -0.3 2.7
C -2.146 2.717 2.583 1.5 -2.1 -2.8
O -1.413 3.610 3.006 0.0 1.0 0.7
O -3.170 2.203 3.304 -0.5 0.3 1.4
C -3.361 2.924 4.559 0.0 -0.5 -0.7
C -4.502 2.277 5.301 0.0 -0.3 0.1
O -2.208 4.689 0.592 1.3 0.1 0.2
H 1.387 7.177 2.515 0.1 0.1 0.0
H 1.618 5.439 2.647 -0.2 0.0 -0.2
H 2.184 6.291 1.191 0.0 0.0 0.1
H -0.747 6.062 2.065 0.1 -0.1 -0.4
H -0.186 6.786 0.512 0.1 -0.1 0.3
H -2.434 2.876 5.149 -0.2 0.2 -0.2
H -3.611 3.960 4.313 0.3 -0.1 0.1
H -4.762 2.907 6.158 -0.1 -0.1 -0.1
H -5.371 2.151 4.652 0.0 0.1 0.1
H -4.224 1.289 5.686 -0.1 0.2 -0.1
C -1.752 -0.310 5.681 0.0 0.3 -0.1
C -1.183 -1.609 5.100 0.0 -0.1 0.1
C -0.015 -2.123 5.942 -0.2 -0.1 -0.1
C -0.830 -1.380 3.643 0.0 0.1 0.1
C 0.488 -1.208 3.213 -0.1 0.1 0.2
C 0.776 -0.840 1.906 -0.7 0.1 -0.3
C 2.220 -0.601 1.436 -0.1 -0.3 -0.6
C 3.261 -1.378 2.245 -0.1 0.0 0.1
C 2.655 0.866 1.313 -0.2 0.3 0.3
C -0.330 -0.748 1.023 0.0 -0.6 0.8
C -0.097 -0.411 -0.365 1.0 -2.3 0.2
N 0.410 -1.371 -1.281 -0.6 2.2 -1.3
C 1.226 -2.545 -0.966 0.6 -1.3 0.2
C 2.620 -2.574 -1.253 0.0 0.4 -0.1
C 3.306 -1.573 -2.187 -0.5 0.2 0.4
C 3.526 -2.172 -3.577 -0.1 -0.1 0.0
C 4.606 -1.028 -1.598 0.1 0.0 0.1
C 3.428 -3.541 -0.628 -0.4 -0.2 0.0
C 2.882 -4.452 0.272 -0.1 0.0 -0.1
C 1.502 -4.493 0.465 0.1 -0.1 -0.3
C 0.657 -3.617 -0.228 -0.1 0.1 -0.1
C -0.845 -3.854 -0.268 -0.1 0.8 0.5
C -1.369 -4.556 0.985 0.1 -0.1 0.0
C -1.303 -4.556 -1.551 0.2 -0.1 -0.1
N 0.384 -0.844 -2.514 -0.2 1.0 1.6
N -0.099 0.426 -2.375 1.0 -2.4 0.6
C -0.051 1.200 -3.602 0.6 0.0 -0.9
C 1.024 2.095 -3.772 0.0 0.0 0.4
C 2.177 2.206 -2.768 -0.5 0.0 0.1
C 2.209 3.585 -2.116 -0.1 0.3 0.1
C 3.518 1.886 -3.437 0.0 -0.1 -0.2
C 1.100 2.836 -4.952 -0.1 -0.2 0.0
C 0.237 2.576 -6.007 -0.1 0.1 0.1
C -0.682 1.537 -5.901 0.1 0.3 0.0
C -0.832 0.817 -4.717 -0.2 -0.3 0.4
C -1.752 -0.409 -4.798 -0.3 0.4 -0.3
C -2.700 -0.623 -3.622 -0.1 -0.1 0.1
C -0.980 -1.685 -5.145 0.3 -0.1 0.1
C -0.341 0.725 -1.030 -0.3 1.6 -1.0
C -0.512 2.171 -0.555 0.0 0.3 -1.7
C -1.675 -1.056 1.396 0.7 0.5 -0.2
C -2.827 -1.116 0.377 0.1 0.2 -0.1
C -3.484 0.237 0.148 -0.4 0.3 0.0
C -3.942 -2.099 0.738 0.2 -0.3 0.0
C -1.891 -1.287 2.740 0.0 -0.2 0.0
H -2.638 0.006 5.118 0.2 0.0 0.1
H -2.030 -0.434 6.736 0.0 0.0 -0.2
H -1.014 0.504 5.605 -0.2 -0.2 0.0
H -1.991 -2.361 5.116 0.3 0.1 0.0
H 0.438 -3.005 5.479 0.0 0.1 0.1
H 0.751 -1.346 6.055 -0.1 -0.2 0.0
H -0.375 -2.406 6.936 0.1 0.1 -0.1
H 1.316 -1.324 3.907 -0.3 0.0 0.0
H 2.259 -1.007 0.415 0.1 0.1 0.4
H 3.028 -2.446 2.278 0.0 0.2 0.1
H 4.249 -1.269 1.779 -0.2 0.0 0.1
H 3.326 -0.982 3.266 0.1 -0.1 -0.1
H 2.258 1.337 0.403 -0.1 0.0 0.3
H 2.322 1.447 2.187 0.1 -0.1 -0.3
H 3.752 0.929 1.255 -0.3 0.0 0.0
H 2.600 -0.741 -2.296 0.3 0.0 -0.1
H 2.559 -2.413 -4.039 0.3 0.0 0.0
H 4.058 -1.456 -4.218 -0.1 -0.2 0.1
H 4.121 -3.094 -3.503 -0.1 0.2 -0.1
H 4.449 -0.646 -0.578 0.1 -0.1 -0.3
H 5.373 -1.814 -1.566 -0.1 0.3 0.0
H 4.985 -0.207 -2.220 0.0 -0.2 0.2
H 4.504 -3.578 -0.831 -0.5 0.1 0.0
H 3.527 -5.173 0.786 -0.3 0.4 -0.2
H 1.076 -5.240 1.146 0.2 0.4 -0.5
H -1.267 -2.843 -0.285 -0.1 -0.4 0.0
H -1.057 -4.008 1.885 -0.1 -0.2 -0.2
H -2.465 -4.595 0.972 0.4 -0.1 0.0
H -0.996 -5.588 1.044 -0.1 0.2 0.0
H -0.881 -4.064 -2.439 -0.1 -0.1 0.1
H -0.983 -5.609 -1.553 -0.1 0.3 -0.1
H -2.400 -4.519 -1.625 0.3 0.0 0.0
H 1.999 1.445 -1.994 0.2 0.2 0.0
H 1.274 3.810 -1.592 0.3 0.1 -0.2
H 3.031 3.647 -1.391 -0.2 0.1 -0.2
H 2.343 4.361 -2.882 0.1 -0.1 0.2
H 3.529 0.856 -3.821 0.0 0.3 0.0
H 3.703 2.569 -4.277 0.0 -0.2 0.2
H 4.339 1.992 -2.717 -0.2 0.0 -0.1
H 1.880 3.589 -5.036 -0.2 -0.1 -0.1
H 0.286 3.170 -6.919 0.1 -0.2 0.2
H -1.301 1.276 -6.762 0.2 0.0 0.3
H -2.385 -0.195 -5.671 0.0 0.0 0.2
H -3.124 0.326 -3.275 0.1 -0.2 0.1
H -3.525 -1.268 -3.950 0.2 0.1 0.2
H -2.198 -1.135 -2.793 -0.2 0.1 0.0
H -0.432 -1.571 -6.088 -0.1 0.0 0.2
H -0.264 -1.908 -4.344 -0.2 -0.1 -0.4
H -1.673 -2.528 -5.258 0.1 0.2 0.1
H -1.008 2.689 -1.399 -0.1 -0.3 -0.4
H 0.508 2.568 -0.578 0.1 -0.3 -0.1
H -2.402 -1.433 -0.590 -0.1 0.0 0.2
H -2.836 0.907 -0.422 -0.3 0.0 0.2
H -4.431 0.135 -0.397 0.1 -0.3 0.0
H -3.670 0.734 1.110 0.0 -0.1 -0.5
H -3.574 -3.118 0.875 -0.1 0.2 0.1
H -4.459 -1.776 1.650 0.0 -0.1 -0.2
H -4.668 -2.118 -0.085 0.1 0.0 0.2
H -2.917 -1.415 3.094 0.4 -0.1 0.0
```
Positions in Å, forces in eV/Å.

## Properties
HOMO: -0.1869 Ha
Kohn-Sham gap: 4.329 eV
LUMO level: -0.0278 hartree
E_tot: -66533.315 eV

These are the Mulliken partial charges, in e, on atoms 1 to 4: number 1, C, carries -1.1706; number 2, C, carries -0.2613; number 3, O, carries -0.2374; number 4, C, carries 0.1496